{
  "formula": "C19H13BrN2NiO2S",
  "method": "ωB97M-V/def2-TZVPD",
  "e_above_lowest_kj_mol": 8.0,
  "e_tot_ev": -148911.1634,
  "spin_multiplicity": 3,
  "homo_lumo_gap_ev": [5.73, 5.66],
  "largest_force_ev_per_a": 0.9,
  "total_charge": 0,
  "elements": ["Ni", "Br", "C", "C", "C", "C", "C", "C", "N", "C", "C", "C", "C", "C", "C", "N", "H", "H", "H", "H", "H", "H", "H", "H", "H", "O", "C", "O", "C", "C", "C", "C", "C", "C", "S", "H", "H", "H", "H"],
  "xyz": [[-0.138408, 0.961608, 0.028715], [-6.082740, 0.161130, -4.211579], [-4.826953, 0.159953, -2.802896], [-3.632631, 0.841825, -2.950550], [-2.720508, 0.834079, -1.909021], [-2.987563, 0.150214, -0.731281], [-4.196614, -0.526557, -0.600888], [-5.116782, -0.524452, -1.633780], [-1.990467, 0.191983, 0.296527], [-2.073213, -0.498531, 1.351921], [-0.984324, -0.413264, 2.342298], [-1.015295, -1.089267, 3.543797], [0.065417, -0.951380, 4.407388], [1.124489, -0.146199, 4.035435], [1.074413, 0.502381, 2.806161], [0.042343, 0.361529, 1.989390], [-3.413424, 1.367575, -3.868938], [-1.778589, 1.348447, -2.023039], [-4.446834, -1.056212, 0.308554], [-6.055973, -1.049273, -1.530949], [-2.899174, -1.176873, 1.545132], [-1.867450, -1.709177, 3.794970], [0.077555, -1.470112, 5.356978], [1.985935, -0.017158, 4.676909], [1.874811, 1.148803, 2.462296], [3.277717, 2.875364, 0.368949], [2.537618, 2.027557, -0.099627], [1.244278, 2.170766, -0.137200], [3.137028, 0.824218, -0.807445], [4.522093, 0.896826, -0.988908], [5.238212, -0.110061, -1.601513], [4.564354, -1.243953, -2.038081], [3.198479, -1.344306, -1.861873], [2.449494, -0.319588, -1.261482], [0.710353, -0.659237, -1.188024], [5.018189, 1.784655, -0.622082], [6.308594, -0.018061, -1.737732], [5.105081, -2.054111, -2.514645], [2.670490, -2.231139, -2.193887]],
  "forces_ev_per_angstrom": [[0.535, 0.124, 0.158], [-0.015, -0.002, -0.011], [0.001, 0.022, -0.069], [-0.009, -0.017, 0.010], [0.070, -0.010, 0.039], [-0.006, -0.033, 0.149], [-0.055, -0.033, 0.087], [0.015, -0.027, 0.082], [-0.366, 0.197, -0.827], [0.065, -0.311, 0.524], [-0.247, -0.121, -0.007], [-0.082, -0.131, 0.159], [-0.056, -0.044, 0.006], [0.050, 0.037, -0.014], [0.142, 0.071, -0.013], [-0.015, 0.180, -0.224], [0.014, 0.006, 0.021], [0.133, 0.065, -0.031], [-0.033, 0.005, -0.035], [0.006, 0.002, 0.009], [0.001, 0.003, 0.116], [0.062, 0.013, 0.011], [-0.014, 0.005, -0.019], [-0.041, 0.010, -0.036], [-0.026, -0.021, 0.004], [-0.056, -0.152, 0.296], [-0.067, 0.288, -0.763], [0.021, 0.236, 0.315], [-0.055, -0.216, 0.211], [0.002, -0.034, 0.025], [0.013, -0.022, -0.044], [-0.026, -0.053, -0.007], [-0.045, 0.030, -0.018], [0.104, 0.125, 0.019], [0.023, -0.260, -0.150], [-0.024, 0.001, -0.002], [-0.027, 0.005, 0.014], [-0.034, 0.025, 0.019], [0.042, 0.039, -0.004]],
  "mulliken_charge": [-0.050, -0.177, 0.100, -0.763, -0.137, 1.214, -0.599, -0.853, 0.044, 0.269, 0.285, -0.710, -0.300, -0.737, -0.003, -0.020, 0.426, 0.280, 0.248, 0.406, 0.314, 0.377, 0.431, 0.408, 0.457, -0.683, 0.604, -0.591, 0.277, -0.638, -0.564, -0.471, -0.807, 0.715, -0.335, 0.448, 0.376, 0.354, 0.406]
}